Computed, not measured: 7 unconnected molecules or ions with the total composition C38H73F3N10O6P2S, with wB97M-V/def2-TZVPD.

CARTESIAN COORDINATES (ANGSTROEM)
C: 3.4268 0.9896 3.9209
C: 2.2603 1.4236 3.0234
C: 2.1319 0.4161 1.8584
C: 1.9194 -1.0024 2.4030
C: 1.0103 0.8569 0.9159
O: -0.1532 0.0977 1.1563
C: -1.3534 0.7388 0.7883
C: -2.2463 0.9635 1.9989
C: -2.9697 -0.3024 2.4791
O: -2.2762 -1.5007 2.2694
C: -4.3685 -0.4301 1.8820
F: -4.3205 -0.7409 0.5443
F: -5.1017 0.7242 2.0099
F: -5.0745 -1.4280 2.5136
C: 1.4282 0.7676 -0.5618
O: 1.9715 -0.5537 -0.8103
C: 1.4872 -1.2133 -1.9114
C: 2.2963 -2.4969 -2.2076
C: 3.0353 -3.1819 -1.0537
N: 3.6263 -4.4327 -1.6744
N: 2.1306 -3.5336 0.0307
N: 4.1332 -2.4081 -0.5399
O: 0.0908 -1.5258 -1.8198
N: -0.2614 -2.0007 -0.5478
O: -1.3879 -2.3063 -0.5287
P: 1.5275 -0.1531 -3.5052
S: -0.1398 0.7497 -3.9551
P: 2.6395 2.1874 -0.7605
C: 4.2855 1.4028 -0.9189
O: 2.3887 2.7384 -2.3065
H: 4.1606 0.4295 3.3485
H: 3.9327 1.8359 4.3712
H: 3.0593 0.3459 4.7085
H: 1.3086 1.4263 3.5327
H: 2.5041 2.3819 2.5708
H: 3.0964 0.4062 1.3566
H: 1.3780 -1.6293 1.7122
H: 1.4501 -0.9822 3.3826
H: 2.8924 -1.4693 2.5288
H: 0.7902 1.9086 1.1045
H: -1.1709 1.7001 0.3113
H: -1.8950 0.1268 0.0686
H: -1.6725 1.3890 2.8144
H: -2.9883 1.7053 1.7125
H: -3.1189 -0.2340 3.5521
H: -2.1428 -1.6524 1.3277
H: 0.5666 0.9777 -1.1956
H: 3.0709 -2.2462 -2.9258
H: 1.6119 -3.2222 -2.6307
H: 3.0825 -4.7460 -2.4675
H: 3.5999 -5.1729 -0.9888
H: 2.6204 -4.0693 0.7353
H: 1.3943 -4.1235 -0.3380
H: 4.9538 -2.9772 -0.4522
H: 4.3245 -1.5959 -1.0988
H: 1.8317 -1.0861 -4.5101
H: 2.6623 0.6718 -3.4307
H: 4.9516 1.9103 -0.2294
H: 4.6692 1.5886 -1.9166
H: 4.3104 0.3458 -0.6871
H: 2.3385 3.6952 -2.2081
C: -8.3608 0.1289 0.8332
C: -8.6337 0.6876 2.2240
C: -10.1280 0.7572 2.5597
C: -10.8448 1.6274 1.6271
N: -11.4054 2.3107 0.8990
H: -8.7891 0.7630 0.0556
H: -7.2890 0.0693 0.6533
H: -8.7777 -0.8741 0.7235
H: -8.1967 1.6840 2.3064
H: -8.1402 0.0608 2.9683
H: -10.2774 1.1451 3.5673
H: -10.5761 -0.2363 2.5135
C: -13.5305 2.0578 -1.7151
C: -14.6967 1.9603 -0.7426
C: -15.6465 0.7984 -1.0572
C: -16.2457 0.9379 -2.3851
N: -16.7055 1.0494 -3.4278
H: -13.8732 2.2487 -2.7337
H: -12.8681 2.8712 -1.4277
H: -12.9447 1.1369 -1.7181
H: -15.2577 2.8965 -0.7495
H: -14.3087 1.8280 0.2686
H: -16.4535 0.7536 -0.3256
H: -15.1106 -0.1512 -1.0229
C: 8.2090 -5.9621 2.3090
C: 7.2272 -6.1800 1.1638
C: 7.4269 -5.1911 0.0096
C: 7.2342 -3.8108 0.4528
N: 7.0665 -2.7275 0.7853
H: 8.0824 -4.9762 2.7578
H: 8.0535 -6.7029 3.0929
H: 9.2406 -6.0490 1.9634
H: 6.2057 -6.0950 1.5394
H: 7.3408 -7.1928 0.7738
H: 6.7165 -5.3875 -0.7950
H: 8.4328 -5.2816 -0.4026
C: 3.3852 7.1413 -5.6949
C: 4.3132 5.9493 -5.4919
C: 3.7184 4.8812 -4.5664
C: 3.4534 5.4219 -3.2336
N: 3.2404 5.8478 -2.1912
H: 3.1937 7.6605 -4.7553
H: 3.8305 7.8597 -6.3824
H: 2.4268 6.8262 -6.1109
H: 5.2649 6.2936 -5.0833
H: 4.5282 5.4865 -6.4563
H: 4.4017 4.0392 -4.4577
H: 2.7805 4.4985 -4.9714
C: -0.8101 -1.3191 7.1541
C: 0.6226 -1.3579 7.6730
C: 1.1651 0.0304 8.0339
C: 1.1696 0.9099 6.8663
N: 1.1559 1.5958 5.9497
H: -0.8818 -0.7408 6.2319
H: -1.1662 -2.3256 6.9374
H: -1.4826 -0.8739 7.8900
H: 1.2688 -1.8129 6.9203
H: 0.6727 -1.9897 8.5614
H: 2.1854 -0.0430 8.4110
H: 0.5535 0.4931 8.8096
C: 7.4212 -0.6417 -6.3217
C: 6.3982 0.4860 -6.2507
C: 6.2355 1.0539 -4.8358
C: 5.7765 0.0278 -3.9017
N: 5.4211 -0.7824 -3.1752
H: 7.1179 -1.4927 -5.7106
H: 7.5293 -0.9948 -7.3465
H: 8.4004 -0.3064 -5.9758
H: 5.4322 0.1259 -6.6090
H: 6.7021 1.2969 -6.9141
H: 5.5080 1.8671 -4.8292
H: 7.1832 1.4501 -4.4688

The SMILES is CC[C@@H](C)[C@H](OCC[C@H](O)C(F)(F)F)[C@H](O[C@@](CC(N)(N)N)(ON=O)[PH2]=S)P(C)O.CCCC#N.CCCC#N.CCCC#N.CCCC#N.CCCC#N.CCCC#N. As for the spin multiplicity: 1. The calculation puts the total energy at -3871.089419 Eh. The LUMO energy comes out at 0.16 eV. The gap between HOMO and LUMO is 8.4 eV.

=====

Computed, not measured: 4 unconnected molecules or ions with the total composition C38H74N7O5PS2, with wB97M-V/def2-TZVPD.

CARTESIAN COORDINATES (ANGSTROEM)
C: 4.4204 6.1480 -0.4872
C: 3.8747 6.1388 -1.9604
C: 4.0163 4.7073 -2.4925
O: 5.0418 4.3579 -3.0163
O: 2.9368 3.8705 -2.2944
C: 2.6817 3.0819 -3.4566
C: 3.4983 1.7600 -3.4442
C: 3.0955 0.8152 -2.3084
C: 1.9615 0.0708 -2.5153
C: 1.5100 -0.8476 -1.5306
C: 0.2282 -1.6092 -1.8257
C: -0.9674 -1.0422 -1.0058
C: -2.3089 -1.1217 -1.7762
S: -2.4963 0.1487 -3.0682
C: -3.0468 1.6715 -2.2137
S: -1.9755 2.9014 -2.1319
N: -4.3209 1.6150 -1.6838
C: -4.6257 2.6723 -0.7123
C: -5.0013 4.0705 -1.2880
C: -5.3937 1.4011 -2.6874
C: -5.1024 1.9450 -4.1103
C: 2.2648 -0.9551 -0.3685
O: 1.8835 -1.8523 0.6478
C: 1.4228 -1.1791 1.6995
N: 1.2102 -0.7284 2.7501
C: 3.4130 -0.1825 -0.2000
C: 4.2670 -0.2935 1.0954
O: 3.9112 0.4951 1.9801
O: 5.1966 -1.1072 1.1578
N: 3.8047 0.7007 -1.1476
P: 5.2641 1.6889 -0.8113
N: 4.8314 2.9595 -0.0230
H: 3.6098 5.7682 0.1528
H: 4.7410 7.1467 -0.1688
H: 5.2293 5.4063 -0.4367
H: 4.4538 6.8133 -2.6075
H: 2.8241 6.4721 -1.9900
H: 1.6208 2.8074 -3.5583
H: 2.9892 3.6327 -4.3601
H: 4.5813 1.9172 -3.5041
H: 3.2280 1.2202 -4.3716
H: 1.3937 0.1982 -3.4391
H: -0.0439 -1.5180 -2.8922
H: 0.3773 -2.6859 -1.6426
H: -0.7988 -0.0035 -0.6820
H: -1.0499 -1.6764 -0.1023
H: -2.3194 -2.0956 -2.3008
H: -3.1764 -1.0966 -1.1006
H: -3.7764 2.8228 -0.0277
H: -5.4545 2.3211 -0.0705
H: -4.1011 4.7035 -1.2474
H: -5.3398 4.0726 -2.3320
H: -5.7516 4.5594 -0.6437
H: -6.2977 1.9257 -2.3327
H: -5.6842 0.3365 -2.7193
H: -4.5164 2.8730 -4.1268
H: -6.0505 2.1259 -4.6452
H: -4.5809 1.1591 -4.6820
H: 6.2205 0.9038 -0.1194
H: 5.8788 2.1284 -2.0112
H: 3.8320 2.9761 0.1540
C: -3.4732 4.7089 5.8184
C: -2.3007 3.7394 5.8730
N: -2.6385 2.4015 5.4265
C: -1.6223 1.4004 5.7278
C: -0.2585 1.5477 5.0486
C: -3.2015 2.2866 4.0979
C: -2.3823 2.8269 2.9184
H: -4.3306 4.3202 6.3707
H: -3.1863 5.6606 6.2693
H: -3.7847 4.9165 4.7929
H: -1.9755 3.6820 6.9156
H: -1.4595 4.1663 5.3070
H: -2.0254 0.4078 5.5049
H: -1.4650 1.3987 6.8122
H: -0.2946 1.2758 3.9965
H: 0.4606 0.8762 5.5208
H: 0.1387 2.5604 5.1332
H: -4.1727 2.7924 4.0863
H: -3.4449 1.2371 3.9076
H: -1.9602 3.8125 3.1203
H: -3.0271 2.9234 2.0405
H: -1.5727 2.1530 2.6432
C: -5.0332 -4.9119 0.1347
C: -4.6606 -3.8890 1.1991
N: -5.7496 -3.0032 1.5652
C: -5.2923 -1.8668 2.3429
C: -4.6673 -2.1318 3.7082
C: -6.9718 -3.6461 2.0179
C: -6.8817 -4.5923 3.2200
H: -5.4469 -4.4253 -0.7507
H: -4.1442 -5.4667 -0.1712
H: -5.7584 -5.6392 0.5029
H: -3.8473 -3.2798 0.7913
H: -4.2476 -4.4198 2.0692
H: -6.1169 -1.1562 2.4559
H: -4.5476 -1.3360 1.7371
H: -5.4087 -2.3938 4.4625
H: -4.1673 -1.2241 4.0542
H: -3.9156 -2.9213 3.6740
H: -7.3909 -4.2074 1.1777
H: -7.7216 -2.8783 2.2271
H: -6.0330 -5.2745 3.1513
H: -7.7856 -5.2036 3.2721
H: -6.8135 -4.0477 4.1610
C: 5.7954 -1.7699 -2.2851
C: 6.4788 -2.8576 -3.0990
N: 7.1717 -3.8284 -2.2775
C: 8.0564 -4.6983 -3.0365
C: 7.4274 -5.6395 -4.0678
C: 6.3664 -4.4847 -1.2572
C: 5.1172 -5.2495 -1.7101
H: 6.4998 -1.2802 -1.6096
H: 5.3856 -1.0085 -2.9577
H: 4.9657 -2.1628 -1.6944
H: 7.2107 -2.3691 -3.7496
H: 5.7353 -3.3251 -3.7632
H: 8.6582 -5.2874 -2.3388
H: 8.7789 -4.0604 -3.5580
H: 6.9220 -6.4805 -3.5943
H: 8.2091 -6.0588 -4.7055
H: 6.7168 -5.1281 -4.7186
H: 6.0534 -3.7266 -0.5331
H: 7.0040 -5.1585 -0.6794
H: 4.5246 -4.6886 -2.4358
H: 4.4759 -5.4424 -0.8471
H: 5.3667 -6.2182 -2.1417

As for the spin multiplicity: 1. The calculation puts the total energy at -3389.343868 Eh. The LUMO energy comes out at -1.09 eV. As for the energy above the lowest of the compared OMol25 structures with the same formula, charge and spin: 0.000 eV. The gap between HOMO and LUMO is 6.8 eV.

=====

Computed, not measured: 10 unconnected molecules or ions with the total composition C38H74O19S7, with wB97M-V/def2-TZVPD.

CARTESIAN COORDINATES (ANGSTROEM)
C: 13.6594 17.1668 -1.4923
C: 13.7476 16.4126 -2.7953
C: 13.1407 15.0348 -2.7714
O: 12.8237 14.8510 -4.1718
C: 12.6708 16.0724 -4.7330
O: 12.2282 16.2691 -5.8225
O: 13.0710 17.0537 -3.8955
H: 14.0990 16.5631 -0.6968
H: 12.6243 17.3800 -1.2164
H: 14.2034 18.1031 -1.5914
H: 14.7924 16.3069 -3.1156
H: 12.1955 15.0142 -2.2289
H: 13.8777 14.3316 -2.4002
O: 13.3362 19.2135 -9.7763
S: 12.3214 18.8433 -8.8277
O: 11.8810 17.4807 -8.7057
C: 12.7421 19.4740 -7.1828
C: 11.9049 20.7157 -6.9452
C: 11.3157 21.2042 -8.2779
C: 10.9483 19.9738 -9.0826
H: 13.8260 19.5472 -7.1532
H: 12.4543 18.6375 -6.5420
H: 11.0871 20.5532 -6.2418
H: 12.4758 21.5336 -6.5016
H: 12.0106 21.8258 -8.8452
H: 10.4143 21.8001 -8.1303
H: 10.7079 20.0289 -10.1404
H: 10.0940 19.4515 -8.6322
O: 6.6353 18.0392 1.9854
S: 8.0008 18.1368 1.5418
O: 8.4954 19.3580 0.9597
C: 9.1527 17.6521 2.8674
C: 9.6217 16.2698 2.4496
C: 9.7524 16.3051 0.9252
C: 8.3684 16.7368 0.4523
H: 8.5581 17.6984 3.7777
H: 9.9370 18.4057 2.8947
H: 10.5553 15.9736 2.9310
H: 8.8574 15.5356 2.7154
H: 9.9495 15.2960 0.5708
H: 10.4721 17.0336 0.5507
H: 7.6313 15.9770 0.7047
H: 8.2780 17.1112 -0.5603
O: 13.5572 12.3476 -0.6610
S: 12.2350 11.8994 -1.0203
O: 11.8987 11.6703 -2.4008
C: 11.7746 10.4437 -0.0980
C: 10.2815 10.6338 0.1117
C: 10.0504 12.1125 0.4747
C: 10.9610 12.9926 -0.3837
H: 12.3230 10.4675 0.8455
H: 12.0840 9.5866 -0.6912
H: 9.7768 10.3185 -0.8049
H: 9.8907 9.9871 0.8970
H: 10.3340 12.2328 1.5209
H: 8.9860 12.3168 0.3711
H: 11.4311 13.7365 0.2573
H: 10.4993 13.4963 -1.2298
O: 19.2661 15.7869 0.4091
S: 18.8500 15.5500 -0.9476
O: 19.4408 16.2868 -2.0275
C: 18.8948 13.7941 -1.2873
C: 17.5341 13.2790 -0.8672
C: 16.5226 14.2900 -1.4242
C: 17.0651 15.6637 -1.0345
H: 19.7835 13.3421 -0.8532
H: 19.0127 13.7156 -2.3723
H: 17.3725 12.2667 -1.2351
H: 17.4549 13.2677 0.2226
H: 15.5297 14.1168 -1.0103
H: 16.4419 14.2120 -2.5138
H: 16.7007 15.9156 -0.0335
H: 16.7517 16.5259 -1.6246
O: 7.5253 15.8280 -2.5595
S: 8.7729 15.4947 -3.1996
O: 9.9849 15.5894 -2.4163
C: 8.6171 13.8971 -3.9960
C: 9.4477 14.0456 -5.2675
C: 9.1229 15.4223 -5.8538
C: 9.0043 16.4509 -4.7168
H: 7.5539 13.8798 -4.2487
H: 8.8740 13.1340 -3.2663
H: 10.5026 13.9866 -4.9750
H: 9.2731 13.2195 -5.9531
H: 8.1774 15.3634 -6.3970
H: 9.9012 15.7286 -6.5503
H: 8.1468 17.1129 -4.7774
H: 9.9466 16.9752 -4.5717
O: 15.8745 8.6987 -3.7782
S: 14.6703 9.4814 -3.6662
O: 13.7725 9.1887 -2.5790
C: 15.0716 11.2328 -3.7141
C: 14.2344 11.8171 -4.8419
C: 14.0694 10.7372 -5.9161
C: 13.7580 9.4234 -5.2047
H: 16.1289 11.3647 -3.9491
H: 14.8986 11.6128 -2.7087
H: 13.2788 12.1853 -4.4757
H: 14.7196 12.6807 -5.3015
H: 14.9941 10.6144 -6.4877
H: 13.3008 11.0146 -6.6352
H: 14.0601 8.5219 -5.7304
H: 12.6929 9.3860 -4.9787
O: 16.8408 18.0957 -4.2147
S: 16.3211 19.2458 -3.5259
O: 16.1197 19.2283 -2.0938
C: 17.3237 20.6777 -3.9780
C: 16.3778 21.6696 -4.6730
C: 14.9437 21.3338 -4.2682
C: 14.7898 19.8367 -4.2898
H: 18.1003 20.2844 -4.6273
H: 17.7549 21.0773 -3.0638
H: 16.6565 22.6873 -4.4018
H: 16.4851 21.6118 -5.7580
H: 14.2111 21.8184 -4.9170
H: 14.7213 21.7209 -3.2709
H: 14.8286 19.3113 -5.2456
H: 13.9376 19.4250 -3.7544
C: 13.7178 17.0593 2.4191
C: 13.1390 17.6867 3.6741
C: 13.4227 17.0123 4.9893
O: 12.5047 18.7107 3.6119
H: 13.0145 16.2960 2.0616
H: 14.6809 16.5757 2.5708
H: 13.7633 17.8155 1.6377
H: 12.9469 16.0281 5.0300
H: 13.0379 17.6269 5.7999
H: 14.4902 16.8450 5.1392
C: 13.3882 13.9395 -8.1353
C: 14.2363 14.6203 -9.1780
C: 14.8679 15.9091 -8.7568
O: 14.4255 14.1247 -10.2644
H: 14.0065 13.6867 -7.2687
H: 12.9747 13.0027 -8.5108
H: 12.5440 14.5519 -7.8133
H: 15.4330 16.3897 -9.5483
H: 15.4637 15.7765 -7.8487
H: 14.0718 16.5865 -8.4268

The SMILES is C[C@H]1COC(=O)O1.O=S1(=O)CCCC1.O=S1(=O)CCCC1.O=S1(=O)CCCC1.O=S1(=O)CCCC1.O=S1(=O)CCCC1.O=S1(=O)CCCC1.O=S1(=O)CCCC1.CC(C)=O.CC(C)=O. As for the spin multiplicity: 1. The calculation puts the total energy at -5709.155655 Eh. The LUMO energy comes out at -0.10 eV. The gap between HOMO and LUMO is 9.2 eV.